1.
Formula: H14NaO7
Source: the OMol25 dataset
Level of theory: ωB97M-V/def2-TZVPD

Each line ends with the Mulliken charge.
Element x y z (Å)
Na  0.199  0.103  0.168  0.953
O  1.569  -2.728  3.131  -0.640
H  1.206  -3.550  2.804  0.322
H  1.345  -2.719  4.062  0.324
O  -3.336  -0.733  1.955  -0.626
H  -3.404  -1.680  1.836  0.315
H  -4.139  -0.491  2.418  0.318
O  0.083  0.028  -3.842  -0.631
H  0.983  -0.114  -4.134  0.323
H  -0.434  -0.607  -4.338  0.322
O  0.395  2.656  3.360  -0.632
H  1.340  2.693  3.209  0.319
H  0.300  2.757  4.307  0.320
O  -1.239  -3.551  -0.987  -0.633
H  -2.176  -3.634  -1.162  0.322
H  -0.846  -4.310  -1.417  0.318
O  -1.732  3.626  -2.453  -0.629
H  -1.320  2.844  -2.820  0.303
H  -1.289  4.356  -2.887  0.322
O  3.824  1.508  -1.139  -0.639
H  4.621  1.121  -0.776  0.324
H  4.052  2.424  -1.294  0.324

## Properties
Energy relative to the best compared isomer or geometry (same formula, charge and spin) = 2.6497 eV
Gap between HOMO and LUMO = 9.66 eV
E = -697.166346 hartree
Total charge = +1

2.
Formula: C19H64N14O19
Source: the OMol25 dataset
Level of theory: ωB97M-V/def2-TZVPD

Each line ends with the Mulliken charge.
Element x y z (Å)
C  5.967  6.719  0.979  0.648
O  6.752  6.248  1.745  -0.626
N  5.061  6.005  0.443  -0.340
N  5.995  7.931  0.405  -0.426
H  4.648  5.136  0.752  0.188
H  4.878  6.263  -0.516  0.152
H  5.285  8.316  -0.201  0.200
H  6.855  8.458  0.453  0.204
C  2.058  -7.066  -2.583  0.607
O  2.909  -6.511  -3.236  -0.605
N  1.385  -6.624  -1.473  -0.395
N  1.527  -8.242  -2.881  -0.340
H  0.950  -7.392  -0.981  0.181
H  1.677  -5.700  -1.189  0.226
H  1.824  -8.915  -3.573  0.208
H  0.948  -8.574  -2.123  0.118
C  1.491  -1.239  -6.840  0.658
O  0.595  -0.980  -6.057  -0.641
N  2.260  -2.326  -6.653  -0.404
N  1.805  -0.620  -7.960  -0.394
H  3.087  -2.347  -7.233  0.162
H  2.107  -2.940  -5.866  0.205
H  2.387  -0.979  -8.703  0.188
H  1.431  0.316  -8.027  0.227
C  0.454  -0.222  0.229  0.527
O  1.344  0.566  0.189  -0.612
N  -0.198  -0.397  1.437  -0.346
N  0.243  -1.163  -0.637  -0.355
H  0.001  0.267  2.171  0.200
H  -0.733  -1.218  1.682  0.155
H  0.768  -1.123  -1.499  0.234
H  -0.684  -1.541  -0.768  0.205
C  2.145  6.416  -4.021  0.584
O  2.262  7.126  -3.055  -0.662
N  2.060  5.147  -4.050  -0.309
N  1.976  6.837  -5.212  -0.414
H  1.911  4.971  -5.033  0.180
H  1.688  4.564  -3.315  0.238
H  2.056  6.302  -6.066  0.174
H  1.845  7.838  -5.215  0.212
C  0.090  6.362  3.301  0.676
O  -0.219  5.288  2.903  -0.648
N  0.827  6.542  4.308  -0.375
N  -0.095  7.389  2.490  -0.423
H  0.846  5.811  5.005  0.227
H  1.289  7.436  4.393  0.173
H  0.026  8.347  2.784  0.169
H  -0.112  7.270  1.487  0.204
C  -2.131  -5.603  4.008  0.630
O  -1.750  -4.469  3.752  -0.621
N  -2.387  -6.194  5.234  -0.444
N  -2.458  -6.427  2.997  -0.441
H  -2.068  -5.724  6.069  0.221
H  -3.179  -6.814  5.324  0.213
H  -2.564  -7.421  3.146  0.209
H  -2.269  -6.031  2.088  0.232
C  -6.141  -3.533  0.082  -0.500
C  -6.928  -2.240  0.078  -0.354
O  -6.221  -1.438  0.918  -0.548
O  -4.817  -3.295  -0.203  -0.496
H  -6.627  -4.303  -0.517  0.343
H  -6.178  -3.991  1.071  0.272
H  -7.905  -2.419  0.526  0.278
H  -7.073  -1.853  -0.930  0.279
H  -6.307  -1.790  1.807  0.311
H  -4.783  -2.431  0.214  0.410
C  -2.801  3.074  -2.399  -0.120
C  -3.638  2.671  -3.653  -0.601
O  -2.944  3.100  -4.857  -0.515
O  -2.780  4.413  -2.138  -0.553
H  -1.751  2.870  -2.608  0.175
H  -3.098  2.461  -1.548  0.345
H  -4.633  3.105  -3.756  0.332
H  -3.885  1.614  -3.749  0.289
H  -3.355  3.967  -4.841  0.329
H  -2.695  4.522  -1.188  0.315
C  -3.966  -3.637  -5.687  -0.793
C  -3.238  -4.945  -6.163  -0.186
O  -3.617  -5.487  -7.436  -0.482
O  -3.854  -2.546  -6.563  -0.512
H  -3.779  -3.203  -4.705  0.424
H  -4.941  -4.092  -5.514  0.349
H  -3.540  -5.605  -5.350  0.231
H  -2.163  -4.953  -5.983  0.324
H  -4.314  -4.900  -7.737  0.320
H  -3.005  -2.137  -6.381  0.324
C  2.141  -2.577  7.236  -0.230
C  2.506  -4.017  7.039  -0.495
O  2.751  -4.682  8.278  -0.511
O  3.044  -1.865  8.045  -0.499
H  1.140  -2.501  7.661  0.307
H  2.133  -2.241  6.199  0.219
H  3.246  -4.108  6.243  0.348
H  1.663  -4.501  6.548  0.241
H  1.955  -4.747  8.810  0.305
H  2.564  -1.087  8.339  0.316
C  8.320  0.901  0.621  -0.362
C  6.865  0.467  1.019  -0.385
O  6.238  -0.046  -0.173  -0.520
O  9.111  1.019  1.773  -0.491
H  8.279  1.813  0.026  0.316
H  8.713  0.105  -0.012  0.246
H  6.294  1.298  1.432  0.289
H  6.821  -0.293  1.799  0.281
H  5.308  0.158  -0.050  0.310
H  8.853  0.188  2.178  0.315
C  -4.509  2.392  4.316  -0.244
C  -3.944  2.794  5.689  -0.496
O  -4.753  3.759  6.416  -0.521
O  -4.160  3.552  3.602  -0.496
H  -5.596  2.340  4.391  0.284
H  -4.063  1.454  3.988  0.229
H  -2.872  2.958  5.577  0.332
H  -3.930  1.886  6.292  0.302
H  -4.747  3.667  7.372  0.299
H  -3.258  3.845  3.753  0.309

## Properties
Energy relative to the best compared isomer or geometry (same formula, charge and spin) = 8.3354 eV
Gap between HOMO and LUMO = 9.08 eV
E = -2958.340360 hartree
Total charge = 0

3.
Formula: C13H39N13O26
Source: the OMol25 dataset
Level of theory: ωB97M-V/def2-TZVPD

Each line ends with the Mulliken charge.
Element x y z (Å)
C  -0.147  -0.184  0.530  -0.055
N  -0.918  0.007  -0.713  1.133
O  -0.534  -0.538  -1.719  -0.416
O  -1.948  0.664  -0.715  -0.519
H  0.815  0.254  0.262  0.163
H  -0.021  -1.221  0.822  0.129
H  -0.580  0.358  1.360  -0.424
C  -3.952  2.537  -3.014  -0.607
N  -4.929  3.618  -2.884  1.006
O  -4.563  4.696  -3.178  -0.560
O  -6.074  3.358  -2.632  -0.577
H  -3.135  2.860  -3.641  0.283
H  -4.413  1.711  -3.563  0.395
H  -3.719  2.060  -2.065  0.074
C  3.854  -0.068  -3.475  -0.751
N  3.410  -0.408  -2.091  0.805
O  2.368  0.106  -1.768  -0.333
O  4.036  -1.222  -1.445  -0.559
H  3.106  -0.440  -4.169  0.196
H  4.848  -0.436  -3.690  0.328
H  3.845  1.018  -3.525  0.306
C  5.157  0.713  1.669  -0.672
N  4.144  -0.258  2.289  0.798
O  4.551  -0.946  3.168  -0.527
O  3.016  -0.211  1.915  -0.344
H  4.599  1.512  1.210  0.107
H  5.666  0.007  1.000  0.292
H  5.796  1.025  2.479  0.328
C  -1.596  3.765  0.127  -0.340
N  -1.892  3.485  1.605  0.838
O  -1.684  2.366  2.006  -0.404
O  -2.265  4.415  2.277  -0.592
H  -1.267  4.788  0.106  0.286
H  -2.616  3.649  -0.238  0.312
H  -0.954  2.926  -0.079  -0.189
C  2.734  4.873  0.443  -0.955
N  2.288  3.690  1.218  0.869
O  2.772  3.546  2.320  -0.535
O  1.343  3.067  0.829  -0.245
H  3.619  4.655  -0.149  0.283
H  3.095  5.597  1.167  0.370
H  1.893  5.257  -0.116  0.273
C  -0.513  -2.813  -4.222  -0.281
N  -0.084  -1.962  -5.349  0.996
O  0.779  -1.202  -5.081  -0.586
O  -0.608  -2.088  -6.373  -0.587
H  -1.433  -3.362  -4.338  0.298
H  -0.478  -2.195  -3.333  -0.092
H  0.312  -3.518  -4.082  0.322
C  0.773  1.388  3.921  -0.120
N  1.567  1.185  5.171  0.994
O  0.945  1.090  6.212  -0.616
O  2.746  1.007  5.090  -0.570
H  1.510  1.759  3.228  -0.132
H  -0.052  2.058  4.129  0.373
H  0.353  0.400  3.760  0.056
C  -4.402  -3.106  -0.746  -0.890
N  -3.050  -2.639  -1.175  0.864
O  -3.007  -2.200  -2.319  -0.502
O  -2.042  -2.754  -0.480  -0.387
H  -5.077  -2.268  -0.816  0.309
H  -4.271  -3.454  0.277  0.304
H  -4.657  -3.967  -1.351  0.317
C  -3.411  -1.250  2.559  0.024
N  -4.335  -0.170  2.144  0.902
O  -4.601  0.753  2.911  -0.528
O  -4.762  -0.256  0.966  -0.506
H  -2.413  -0.838  2.569  -0.051
H  -3.565  -2.061  1.866  -0.193
H  -3.697  -1.625  3.538  0.359
C  0.032  -4.551  4.592  -0.895
N  0.025  -3.204  3.965  0.970
O  0.993  -2.501  4.039  -0.527
O  -0.954  -2.919  3.309  -0.493
H  -0.294  -5.257  3.834  0.315
H  -0.574  -4.495  5.486  0.318
H  1.060  -4.862  4.755  0.328
C  1.487  -4.373  -0.529  -0.484
N  1.849  -5.296  0.598  0.957
O  1.126  -5.229  1.568  -0.553
O  2.801  -6.012  0.526  -0.584
H  2.368  -3.781  -0.745  0.241
H  0.666  -3.791  -0.147  0.076
H  1.220  -5.023  -1.357  0.319
C  0.578  2.097  -3.055  0.226
N  1.183  3.406  -3.445  0.971
O  1.620  3.518  -4.598  -0.591
O  1.179  4.296  -2.612  -0.572
H  1.080  1.341  -3.635  0.064
H  -0.501  2.074  -3.165  0.106
H  0.781  1.999  -1.994  -0.238

## Properties
Energy relative to the best compared isomer or geometry (same formula, charge and spin) = 1.4644 eV
Gap between HOMO and LUMO = 9.97 eV
E = -3185.521978 hartree
Total charge = 0

4.
Formula: C5H4O2
Source: the OMol25 dataset
Level of theory: ωB97M-V/def2-TZVPD

Each line ends with the Mulliken charge.
Element x y z (Å)
O  2.332  -1.402  -0.102  -0.564
C  1.304  -0.789  0.009  0.466
C  1.101  0.637  -0.205  -0.434
C  -0.141  1.164  -0.241  -0.064
C  -1.286  0.334  0.015  -0.422
C  -1.062  -0.948  0.352  -0.163
O  0.163  -1.500  0.384  -0.274
H  1.998  1.226  -0.365  0.349
H  -0.282  2.222  -0.449  0.380
H  -2.298  0.717  -0.032  0.348
H  -1.828  -1.662  0.634  0.379

## Properties
SMILES = O=c1cccco1
Energy relative to the best compared isomer or geometry (same formula, charge and spin) = 0.0142 eV
Gap between HOMO and LUMO = 9.40 eV
E = -343.391838 hartree
Total charge = 0

5.
Formula: C4H12NOS
Source: the OMol25 dataset
Level of theory: ωB97M-V/def2-TZVPD

Each line ends with the Mulliken charge.
Element x y z (Å)
C  -0.679  -1.768  -0.492  -0.817
N  -0.321  -0.303  -0.520  -0.261
C  0.533  0.097  0.647  0.244
C  0.219  1.577  1.074  -0.965
S  1.370  1.900  2.524  -0.630
C  2.027  -0.073  0.276  -1.480
H  -0.769  -1.945  0.607  0.328
H  -1.665  -1.937  -0.941  0.257
H  0.097  -2.333  -1.029  0.282
H  0.197  -0.148  -1.373  0.221
H  0.377  -0.616  1.526  0.150
H  0.374  2.233  0.219  0.280
H  -0.873  1.644  1.168  0.274
H  2.134  -1.082  -0.109  0.353
H  2.690  0.137  1.090  0.423
H  2.371  0.684  -0.432  0.317
H  -3.407  0.954  -1.470  0.300
H  -2.085  0.416  -0.962  0.396
O  -2.590  0.565  -1.802  -0.671

## Properties
Energy relative to the best compared isomer or geometry (same formula, charge and spin) = 1.0758 eV
Gap between HOMO and LUMO = 5.99 eV
E = -687.788514 hartree
Total charge = -1

6.
Formula: C3H5LiNaO3
Source: the OMol25 dataset
Level of theory: ωB97M-V/def2-TZVPD

Each line ends with the Mulliken charge.
Element x y z (Å)
O  0.905  -0.521  0.613  -0.277
C  1.109  0.385  -0.440  0.290
C  0.089  -1.578  0.128  -0.363
O  1.300  1.607  -0.050  -0.885
O  0.001  0.230  -1.322  -0.303
C  -0.795  -0.881  -0.904  -0.320
Li  -0.296  2.782  -1.088  0.753
H  -0.474  -2.004  0.965  0.271
H  0.720  -2.354  -0.329  0.251
H  -1.729  -0.510  -0.458  0.233
H  -1.027  -1.513  -1.769  0.264
H  -0.770  2.765  2.429  -0.261
Na  0.968  1.592  2.225  0.348

## Properties
Energy relative to the best compared isomer or geometry (same formula, charge and spin) = 2.2914 eV
2S+1 = 2
Gap between HOMO and LUMO (alpha / beta) = 5.27 / 5.65 eV
E = -512.776879 hartree
Total charge = 0
Expectation value of S² = 0.75

7.
Formula: C5H14N2O
Source: the OMol25 dataset
Level of theory: ωB97M-V/def2-TZVPD

Each line ends with the Mulliken charge.
Element x y z (Å)
C  -2.188  0.010  0.377  0.355
C  -1.245  -0.985  0.944  -0.907
C  -2.110  1.380  0.613  -1.021
O  -1.061  0.507  -1.518  -0.719
H  -1.420  0.490  -2.415  0.185
H  -3.047  -0.379  -0.157  0.268
H  -0.307  -0.531  1.258  0.156
H  -1.024  -1.776  0.231  0.263
H  -1.721  -1.442  1.819  0.376
H  -1.387  1.733  1.340  0.286
H  -1.487  1.339  -0.676  0.445
H  -3.008  1.978  0.523  0.332
C  2.019  0.983  -0.153  -0.779
N  2.198  -0.156  0.739  0.055
C  1.740  -1.728  -0.861  -0.402
N  2.258  -1.428  0.265  -0.564
H  2.910  -0.032  1.442  0.261
H  2.770  0.997  -0.956  0.366
H  1.031  0.960  -0.612  0.178
H  2.109  1.893  0.439  0.322
H  1.186  -1.040  -1.498  0.251
H  1.784  -2.772  -1.143  0.293

## Properties
Energy relative to the best compared isomer or geometry (same formula, charge and spin) = 5.3934 eV
Gap between HOMO and LUMO = 9.29 eV
E = -383.502500 hartree
Total charge = 0

- Among the records above, which one has the lowest total charge?
  C4H12NOS